# 1
C56H53IN5O2P2PtSSb | ωB97M-V/def2-TZVPD

The geometry in XYZ format:
```
122
Properties=species:S:1:pos:R:3
Pt -0.272 -0.145 0.367
N -4.865 -3.856 5.104
C -4.385 -3.473 3.897
C -4.313 -4.389 2.830
C -3.825 -4.005 1.605
C -3.398 -2.691 1.402
C -3.488 -1.768 2.443
C -3.963 -2.150 3.677
S -2.819 -2.217 -0.164
O -3.388 -0.862 -0.394
O -3.216 -3.154 -1.163
N -1.186 -2.017 -0.140
C -0.479 -3.233 -0.031
N -1.171 -4.328 0.260
C -0.517 -5.483 0.274
C 0.839 -5.568 0.010
C 1.485 -4.370 -0.205
N 0.838 -3.200 -0.220
H -5.187 -4.793 5.258
H -4.938 -3.208 5.865
H -4.654 -5.406 2.977
H -3.775 -4.711 0.789
H -3.227 -0.729 2.282
H -4.039 -1.421 4.475
H -1.103 -6.364 0.513
H 1.367 -6.509 0.003
H 2.557 -4.325 -0.362
C -1.974 2.678 1.738
N -1.914 2.457 0.262
P -0.260 2.204 -0.263
C 0.509 3.789 0.145
C -0.247 4.929 0.431
C 0.378 6.158 0.560
C 1.753 6.263 0.396
C 2.501 5.139 0.084
C 1.882 3.905 -0.049
C -0.174 2.208 -2.055
C 0.004 3.391 -2.776
C 0.080 3.348 -4.157
C -0.028 2.134 -4.822
C -0.194 0.954 -4.110
C -0.247 0.995 -2.727
P -2.967 1.176 -0.247
C -3.264 1.467 -2.006
C -3.542 0.435 -2.901
C -3.881 0.733 -4.212
C -3.944 2.049 -4.641
C -3.659 3.079 -3.755
C -3.322 2.793 -2.444
C -4.536 1.601 0.549
C -4.892 2.955 0.595
C -6.122 3.340 1.095
C -7.020 2.380 1.547
C -6.682 1.039 1.485
C -5.449 0.645 0.982
H -1.172 3.341 2.045
H -1.877 1.742 2.286
H -2.922 3.136 1.995
H -1.323 4.875 0.522
H -0.214 7.037 0.778
H 2.237 7.226 0.496
H 3.569 5.217 -0.070
H 2.470 3.044 -0.339
H 0.074 4.343 -2.267
H 0.218 4.264 -4.716
H 0.021 2.106 -5.903
H -0.289 0.015 -4.634
H -0.382 0.078 -2.149
H -3.514 -0.597 -2.589
H -4.105 -0.074 -4.897
H -4.218 2.275 -5.663
H -3.706 4.110 -4.082
H -3.097 3.606 -1.765
H -4.215 3.713 0.223
H -6.384 4.389 1.121
H -7.984 2.681 1.934
H -7.383 0.284 1.816
H -5.225 -0.408 0.917
I -0.233 -0.407 2.931
C 1.313 -2.242 -2.984
C 2.744 -2.483 -2.611
C 3.520 -3.212 -3.515
C 4.851 -3.497 -3.276
C 5.448 -3.048 -2.107
C 4.695 -2.324 -1.199
C 3.347 -2.034 -1.437
Sb 2.435 -0.977 0.169
C 3.541 0.834 0.087
C 4.160 1.121 -1.128
C 5.039 2.190 -1.239
C 5.315 2.960 -0.120
C 4.672 2.695 1.082
C 3.760 1.652 1.204
C 3.041 1.451 2.507
C 3.191 -1.997 1.894
C 2.308 -2.876 2.529
C 2.691 -3.655 3.603
C 3.995 -3.571 4.068
C 4.871 -2.693 3.462
C 4.503 -1.884 2.383
C 5.570 -0.926 1.911
H 1.262 -1.866 -4.005
H 0.831 -1.532 -2.324
H 0.735 -3.167 -2.947
H 3.055 -3.561 -4.430
H 5.420 -4.066 -3.999
H 6.488 -3.260 -1.902
H 5.174 -1.993 -0.289
H 3.983 0.490 -1.993
H 5.524 2.397 -2.184
H 6.029 3.771 -0.183
H 4.874 3.319 1.945
H 3.412 2.141 3.264
H 3.153 0.435 2.895
H 1.970 1.642 2.387
H 1.285 -2.959 2.188
H 1.977 -4.322 4.068
H 4.324 -4.178 4.901
H 5.886 -2.614 3.836
H 5.732 -0.155 2.668
H 5.348 -0.413 0.981
H 6.515 -1.456 1.788
```

ΔE to the lowest compared entry with this formula, charge and spin   41.3 kcal/mol
E_tot   -4327.6305 hartree
Highest occupied orbital energy (spin up / spin down)   -0.44003 / -0.45531 hartree
2S+1   5
Expectation value of S²   6.02
Net charge   +2
Kohn-Sham gap (spin up / spin down)   7.537 / 4.174 eV

Löwdin atomic charge list, values in e, 5 entries:
1. Pt 0.343
2. N 0.142
3. C -0.298
4. C -0.001
5. C -0.053


# 2
C5H6O4Pd | ωB97M-V/def2-TZVPD

The geometry in XYZ format:
```
16
Properties=species:S:1:pos:R:3
C 1.327 -2.276 -0.457
C 0.253 -1.922 0.447
H 1.181 -3.156 -1.098
H 2.222 -2.355 0.219
H 0.506 -1.600 1.459
Pd 0.820 -0.641 -1.430
C -1.185 -2.029 0.137
O -1.937 -0.745 0.237
C -1.570 0.308 -0.400
O -0.654 0.391 -1.226
O -2.343 1.330 -0.139
H -1.746 -2.635 0.859
H -1.390 -2.434 -0.863
H -1.849 2.158 -0.221
C 2.205 1.337 0.399
O 1.725 0.635 -0.350
```

ΔE to the lowest compared entry with this formula, charge and spin   0.0 kcal/mol
E_tot   -622.4761 hartree
Highest occupied orbital energy (spin up / spin down)   -0.40097 / -0.57336 hartree
2S+1   4
Expectation value of S²   3.76
Net charge   +1
Kohn-Sham gap (spin up / spin down)   7.271 / 9.228 eV

Löwdin atomic charge list, values in e, 5 entries:
1. C -0.269
2. C -0.222
3. H 0.070
4. H 0.096
5. H 0.122


# 3
C4H17N3O2 | ωB97M-V/def2-TZVPD

The geometry in XYZ format:
```
26
Properties=species:S:1:pos:R:3
N -2.284 0.601 0.564
C -1.454 0.439 1.677
C -0.039 0.936 1.518
C 0.542 0.577 0.122
N 1.530 -0.608 0.252
C 1.097 1.776 -0.693
N 0.461 1.952 -1.996
H -2.467 -0.249 0.059
H -1.863 1.127 -0.139
H -1.539 -0.488 2.162
H -1.965 1.202 2.448
H 0.012 2.044 1.740
H 0.605 0.447 2.202
H -0.296 0.164 -0.482
H 1.944 -0.952 -0.628
H 2.220 -0.404 1.030
H 1.126 2.720 0.049
H 2.195 1.550 -0.907
H 0.472 0.917 -2.363
H -0.443 2.265 -1.965
O 0.180 -1.407 -2.884
H 0.425 -2.110 -2.327
H -0.786 -1.658 -2.996
O 0.005 -3.238 1.827
H -0.679 -2.723 1.400
H 0.737 -2.671 1.694
```

ΔE to the lowest compared entry with this formula, charge and spin   45.3 kcal/mol
E_tot   -477.2694 hartree
Highest occupied orbital energy   -0.33552 hartree
Structure (SMILES)   NCC[C@H](N)CN.O.O
Net charge   0
Kohn-Sham gap   9.385 eV

Löwdin atomic charge list, values in e, 5 entries:
1. N -0.004
2. C -0.314
3. C -0.164
4. C -0.374
5. N 0.013


# 4
C3H5F2NS | ωB97M-V/def2-TZVPD

The geometry in XYZ format:
```
12
Properties=species:S:1:pos:R:3
C -0.526 -0.761 0.285
C 0.230 1.568 0.003
C -0.381 0.560 0.967
N 0.581 -0.745 -0.676
F 0.403 0.378 2.107
F -1.573 0.936 1.592
S 0.426 -1.687 -1.942
H -0.442 -1.574 0.914
H -1.428 -0.726 -0.112
H -0.341 2.116 -0.715
H 1.319 1.743 0.047
H 1.731 -1.807 -2.470
```

ΔE to the lowest compared entry with this formula, charge and spin   87.4 kcal/mol
E_tot   -769.8360 hartree
Highest occupied orbital energy (spin up / spin down)   -0.31567 / -0.32658 hartree
Net charge   0
Kohn-Sham gap (spin up / spin down)   8.440 / 8.292 eV

Löwdin atomic charge list, values in e, 5 entries:
1. C -0.234
2. C 0.158
3. C -0.534
4. N -0.475
5. F 0.034


# 5
C45H66As4F24N9O3 | ωB97M-V/def2-TZVPD

The geometry in XYZ format:
```
151
Properties=species:S:1:pos:R:3
C 1.003 0.297 -8.083
C 0.888 1.840 -7.960
O -0.085 2.399 -8.346
N 2.064 2.554 -7.263
H 1.755 2.941 -6.382
H 2.763 1.871 -7.009
C 2.666 3.608 -8.184
H 0.231 -0.260 -7.551
H 1.969 -0.130 -7.813
H 0.731 0.197 -9.134
H 1.973 4.425 -8.384
H 3.037 3.178 -9.114
H 3.497 4.136 -7.716
C 7.425 2.999 -1.322
C 6.510 2.551 -0.193
O 6.879 1.960 0.807
N 5.014 2.738 -0.572
H 4.989 3.507 -1.226
H 4.648 1.895 -0.993
C 4.085 3.016 0.585
H 7.089 3.681 -2.103
H 7.961 2.155 -1.754
H 8.279 3.485 -0.849
H 3.069 3.359 0.390
H 4.498 3.907 1.058
H 3.920 2.226 1.317
C -1.238 -8.011 -1.031
C -1.190 -7.832 -2.534
O -1.506 -8.670 -3.374
N -0.745 -6.445 -2.981
H -0.542 -5.777 -2.252
H 0.181 -6.562 -3.366
C -1.796 -5.851 -4.029
H -1.936 -8.798 -0.746
H -1.488 -7.198 -0.350
H -0.331 -8.477 -0.644
H -2.740 -5.833 -3.485
H -2.090 -6.524 -4.835
H -1.548 -4.849 -4.380
C 6.923 -5.387 3.391
N 7.763 -4.689 2.384
C 7.207 -4.118 1.327
C 8.050 -3.518 0.380
C 9.448 -3.616 0.564
C 9.969 -4.185 1.675
C 9.100 -4.765 2.575
C 10.354 -2.991 -0.372
C 10.346 -3.393 -1.697
C 11.232 -2.759 -2.640
N 12.143 -1.845 -2.268
C 12.128 -1.454 -0.922
C 11.265 -2.042 -0.012
C 12.994 -1.192 -3.270
H 5.891 -5.035 3.383
H 7.215 -5.074 4.393
H 6.974 -6.475 3.407
H 6.167 -3.853 1.211
H 7.619 -3.006 -0.467
H 11.025 -4.327 1.849
H 9.464 -5.264 3.461
H 9.620 -4.156 -1.937
H 11.194 -2.917 -3.708
H 12.685 -0.574 -0.633
H 11.340 -1.782 1.033
H 12.828 -1.810 -4.153
H 14.018 -1.217 -2.899
H 12.539 -0.224 -3.483
C -8.059 -0.864 12.157
N -7.165 -1.184 10.997
C -6.688 -0.129 10.348
C -5.753 -0.397 9.345
C -5.161 -1.656 9.188
C -5.686 -2.714 9.976
C -6.663 -2.483 10.944
C -4.136 -1.923 8.145
C -4.534 -1.759 6.827
C -3.622 -2.156 5.851
N -2.359 -2.546 6.166
C -1.922 -2.600 7.401
C -2.885 -2.278 8.407
C -1.434 -2.904 5.026
H -7.557 -0.202 12.862
H -8.443 -1.826 12.497
H -8.787 -0.284 11.590
H -7.152 0.822 10.566
H -5.224 0.443 8.920
H -5.234 -3.695 9.972
H -7.106 -3.220 11.597
H -5.505 -1.339 6.606
H -3.767 -2.047 4.786
H -0.914 -2.976 7.493
H -2.555 -2.368 9.432
H -0.651 -3.607 5.312
H -1.189 -1.950 4.558
H -1.948 -3.437 4.226
C -3.883 5.099 -2.935
N -4.903 6.105 -3.211
C -4.576 7.192 -3.916
C -5.592 8.184 -4.103
C -6.895 7.975 -3.471
C -7.201 6.771 -2.851
C -6.167 5.877 -2.684
C -7.909 9.138 -3.323
C -8.912 9.429 -4.249
C -9.789 10.522 -4.155
N -9.506 11.481 -3.184
C -8.468 11.299 -2.280
C -7.746 10.067 -2.209
C -10.266 12.693 -3.054
H -3.477 5.182 -1.927
H -3.095 5.107 -3.688
H -4.416 4.161 -3.088
H -3.608 7.439 -4.326
H -5.465 9.079 -4.693
H -8.241 6.536 -2.677
H -6.283 4.991 -2.077
H -9.229 8.709 -4.989
H -10.560 10.778 -4.866
H -8.225 12.167 -1.685
H -6.940 9.945 -1.500
H -9.545 13.506 -3.133
H -10.640 12.597 -2.034
H -11.085 12.579 -3.763
As 4.659 -7.164 -3.129
F 5.843 -7.395 -1.778
F 3.659 -6.023 -2.031
F 3.507 -7.151 -4.463
F 5.558 -8.351 -4.149
F 3.811 -8.576 -2.477
F 5.631 -5.809 -3.748
As 0.795 -0.994 -2.183
F 1.454 0.490 -3.034
F 1.301 -1.996 -3.650
F 0.254 -2.531 -1.488
F 0.282 0.047 -0.766
F -0.810 -0.701 -3.052
F 2.358 -1.180 -1.323
As -5.680 -5.842 -0.081
F -5.799 -4.937 1.472
F -6.382 -4.500 -0.989
F -5.480 -6.824 -1.544
F -4.946 -7.149 0.872
F -7.375 -6.550 0.052
F -4.059 -5.108 -0.335
As -3.011 3.272 3.703
F -1.495 4.083 3.177
F -3.318 4.763 4.549
F -4.542 2.535 4.325
F -2.964 1.736 2.860
F -2.082 2.578 5.045
F -3.837 3.908 2.267
```

E_tot   -13811.1827 hartree
Highest occupied orbital energy   -0.57991 hartree
Net charge   +5
Kohn-Sham gap   5.805 eV

Löwdin atomic charge list, values in e, 5 entries:
1. C 0.051
2. C -0.356
3. O 0.192
4. N 0.109
5. H 0.178


# 6
C6H14NO | ωB97M-V/def2-TZVPD

The geometry in XYZ format:
```
22
Properties=species:S:1:pos:R:3
C 1.381 -0.921 -1.052
O 0.995 -1.746 -2.238
C 0.284 -0.981 0.056
C 0.534 0.083 1.280
C 0.093 1.431 0.795
C -1.183 1.500 0.336
C -1.710 2.847 -0.171
N 0.267 -2.464 0.557
H 1.361 0.047 -1.448
H 2.354 -1.389 -0.669
H 0.460 -1.245 -2.933
H -0.811 -1.018 -0.293
H 0.199 -0.243 2.295
H 1.657 0.160 1.517
H 0.803 2.116 0.550
H -1.930 0.767 0.413
H -0.879 3.554 -0.464
H -2.336 2.724 -1.084
H -2.491 3.208 0.528
H 1.063 -2.718 1.059
H 0.373 -2.953 -0.338
H -0.483 -2.761 1.304
```

ΔE to the lowest compared entry with this formula, charge and spin   86.0 kcal/mol
E_tot   -366.7929 hartree
Highest occupied orbital energy (spin up / spin down)   -0.12311 / -0.35451 hartree
2S+1   2
Expectation value of S²   0.75
Net charge   0
Kohn-Sham gap (spin up / spin down)   3.949 / 10.112 eV

Löwdin atomic charge list, values in e, 5 entries:
1. C -0.187
2. O -0.150
3. C -0.292
4. C -0.176
5. C -0.128


# 7
C3H7ClOS | ωB97M-V/def2-TZVPD

The geometry in XYZ format:
```
13
Properties=species:S:1:pos:R:3
O -2.103 0.622 0.858
C -1.207 0.321 -0.186
C 0.105 -0.030 0.525
Cl 0.062 -1.590 1.423
C 1.403 0.063 -0.280
S 1.322 -0.731 -1.943
H -1.760 1.294 1.484
H -1.596 -0.545 -0.706
H -1.075 1.114 -0.914
H 0.126 0.608 1.385
H 2.216 -0.273 0.287
H 1.464 1.130 -0.553
H 1.044 -1.984 -1.380
```

ΔE to the lowest compared entry with this formula, charge and spin   14.4 kcal/mol
E_tot   -1052.1019 hartree
Highest occupied orbital energy   -0.34853 hartree
Structure (SMILES)   OC[C@@H](Cl)CS
Net charge   0
Kohn-Sham gap   10.132 eV

Löwdin atomic charge list, values in e, 5 entries:
1. O -0.087
2. C -0.299
3. C -0.738
4. Cl 0.607
5. C -0.572


# 8
C3H8NS | ωB97M-V/def2-TZVPD

The geometry in XYZ format:
```
13
Properties=species:S:1:pos:R:3
N -1.379 -1.621 -0.125
C -0.296 -0.715 -0.573
C 0.108 0.258 0.529
C 1.256 1.213 0.191
S 0.962 2.192 -1.299
H -1.675 -1.497 0.828
H -2.142 -1.520 -0.774
H 0.622 -1.241 -0.839
H -0.641 -0.193 -1.427
H -0.751 0.882 0.802
H 0.379 -0.358 1.398
H 2.231 0.718 0.220
H 1.326 1.883 1.068
```

ΔE to the lowest compared entry with this formula, charge and spin   9.9 kcal/mol
E_tot   -572.0624 hartree
Highest occupied orbital energy   -0.08152 hartree
Structure (SMILES)   NCCC[S-]
Net charge   -1
Kohn-Sham gap   6.495 eV

Löwdin atomic charge list, values in e, 5 entries:
1. N -0.032
2. C -0.330
3. C -0.350
4. C -0.824
5. S 0.079


# 9
C5H5FLiNaO4 | ωB97M-V/def2-TZVPD

The geometry in XYZ format:
```
17
Properties=species:S:1:pos:R:3
H 2.278 -0.474 -0.742
O 0.893 1.252 -0.527
O 0.865 1.049 -2.679
O -1.078 0.909 -1.499
C 2.158 0.615 -0.847
C 2.194 0.975 -2.280
C 0.095 1.164 -1.604
H 2.909 0.683 -3.043
C -2.089 -1.878 2.190
C -1.153 -0.889 2.135
O -1.398 0.242 1.494
Li -0.413 1.662 1.068
Na -2.781 -0.049 -0.255
F -2.997 -1.968 1.145
H -2.062 -2.779 2.798
H 2.742 0.762 0.219
H -0.163 -1.275 2.428
```

ΔE to the lowest compared entry with this formula, charge and spin   27.2 kcal/mol
E_tot   -763.9207 hartree
Highest occupied orbital energy (spin up / spin down)   -0.39892 / -0.39891 hartree
2S+1   2
Expectation value of S²   0.75
Net charge   +1
Kohn-Sham gap (spin up / spin down)   7.233 / 6.762 eV

Löwdin atomic charge list, values in e, 5 entries:
1. H 0.137
2. O -0.034
3. O 0.145
4. O 0.135
5. C -0.085


# 10
C2H5NO2 | ωB97M-V/def2-TZVPD

The geometry in XYZ format:
```
10
Properties=species:S:1:pos:R:3
C 1.222 -0.310 0.055
N -0.047 0.312 -0.464
O -0.209 1.697 -0.142
C -1.198 -0.448 -0.291
O -2.290 0.063 0.099
H 1.340 -0.424 1.326
H 2.314 0.339 -0.193
H 1.130 -1.329 -0.416
H -1.148 1.618 0.387
H -1.114 -1.520 -0.360
```

ΔE to the lowest compared entry with this formula, charge and spin   88.7 kcal/mol
E_tot   -284.3261 hartree
Highest occupied orbital energy   -0.35729 hartree
Structure (SMILES)   CN(O)C=O
Net charge   0
Kohn-Sham gap   10.387 eV

Löwdin atomic charge list, values in e, 5 entries:
1. C -0.089
2. N -0.220
3. O -0.057
4. C -0.260
5. O -0.019


# 11
C12H13AgNSe | ωB97M-V/def2-TZVPD

The geometry in XYZ format:
```
28
Properties=species:S:1:pos:R:3
Ag 0.422 -1.031 -0.157
C -0.293 -0.559 1.874
H 0.266 0.294 2.277
H -0.233 -1.332 2.646
H -1.340 -0.237 1.869
C 0.661 1.194 -4.257
C 1.614 1.440 -3.279
C 1.246 1.327 -1.952
N 0.022 0.992 -1.544
C -0.881 0.751 -2.495
C -0.616 0.839 -3.849
H 0.914 1.254 -5.306
H 2.628 1.700 -3.544
H 1.959 1.522 -1.161
H -1.869 0.488 -2.140
H -1.390 0.628 -4.571
Se 1.539 -2.042 -2.354
C 2.073 -3.802 -1.904
C 1.200 -4.869 -2.076
C 1.623 -6.161 -1.839
C 2.920 -6.407 -1.415
C 3.786 -5.342 -1.220
C 3.366 -4.049 -1.458
H 0.188 -4.671 -2.403
H 0.934 -6.985 -1.989
H 3.253 -7.423 -1.239
H 4.799 -5.523 -0.884
H 4.036 -3.216 -1.303
```

E_tot   -3068.2358 hartree
Highest occupied orbital energy   -0.13432 hartree
Net charge   -1
Kohn-Sham gap   6.889 eV

Löwdin atomic charge list, values in e, 5 entries:
1. Ag 0.429
2. C -0.336
3. H -0.103
4. H -0.103
5. H -0.104